# 1
ORCA calculation (wB97M-V/def2-TZVPD) on the molecule C4H6O.

As for the total energy: -231.15473 hartree. The multiplicity is 1. As for the SMILES: C#C[C@@H](C)O.

Positions of all 11 atoms, in Å:
C (-0.7290, -0.8876, 1.9763)
C (-0.0268, -0.5306, 1.0623)
C (0.0213, -0.1874, -0.3799)
C (0.3353, 1.2665, -0.6453)
O (0.8551, -1.0347, -1.1435)
H (-1.5343, -1.2440, 2.5725)
H (-1.0318, -0.3586, -0.6306)
H (0.2198, 1.4519, -1.7156)
H (1.3481, 1.5107, -0.3184)
H (-0.3808, 1.8856, -0.0931)
H (0.8755, -1.8791, -0.6753)

=====

# 2
ORCA calculation (wB97M-V/def2-TZVPD) on the molecule C4H6O.

As for the total energy: -231.11582 hartree. The multiplicity is 1. As for the SMILES: C1CC12CO2.

Positions of all 11 atoms, in Å:
C (0.9789, -0.3744, 0.7458)
C (1.0265, -0.2028, -0.7549)
C (-0.2240, -0.1589, 0.0853)
C (-1.5874, 0.6240, 0.0497)
O (-1.4629, -0.7917, 0.0224)
H (1.3254, -1.2179, 1.3649)
H (1.3791, 0.5584, 1.1693)
H (1.4398, 0.7340, -1.2924)
H (1.1625, -1.1685, -1.2244)
H (-2.0981, 0.9345, 0.8391)
H (-1.9398, 1.0634, -1.0049)

=====

# 3
ORCA calculation (wB97M-V/def2-TZVPD) on the molecule C4H6O.

As for the total energy: -231.15340 hartree. The multiplicity is 1. As for the SMILES: C=C=COC.

Positions of all 11 atoms, in Å:
C (1.2114, -1.6180, 0.9047)
C (1.0889, -0.5050, 0.2354)
C (0.8544, 0.6334, -0.3661)
O (-0.2432, 1.3937, -0.0382)
C (-1.4916, 0.9027, -0.4987)
H (1.7418, -1.6408, 1.8537)
H (0.7717, -2.5464, 0.5480)
H (1.5060, 1.0588, -1.1284)
H (-1.4147, -0.1420, -0.8200)
H (-1.8383, 1.5154, -1.3394)
H (-2.2164, 0.9688, 0.3181)